A 2-piece molecular cluster, C4H10NO3 overall at a distorted geometry. Source: the Open Molecules 2025 dataset; level of theory: wB97M-V/def2-TZVPD.

```
18
Properties=species:S:1:pos:R:3:lowdin_charge:R:1
C 0.23 -0.66 1.88 -0.0682
C -0.16 0.35 0.75 -0.4277
C 1.01 1.31 0.21 -0.0474
N -0.73 -0.41 -0.35 0.0061
C -1.87 0.22 -1.01 -0.7808
O -2.30 -0.44 -1.99 -0.1004
O -2.37 1.26 -0.52 -0.0696
H -0.33 -1.59 1.84 0.0542
H 1.31 -0.86 1.77 0.0605
H 0.00 -0.20 2.85 0.0617
H -0.84 1.09 1.18 0.1065
H 0.97 2.14 0.90 0.0573
H 0.66 1.47 -0.82 0.0646
H 1.87 0.68 0.04 0.0477
H -0.63 -1.41 -0.29 0.0952
H 1.15 -1.42 -1.58 0.0175
H 0.59 -0.56 -2.48 0.0182
O 1.45 -0.98 -2.40 -0.0952
```

Total charge: -1
Highest occupied orbital energy: -4.20 eV